This record from the OMol25 dataset describes a 2-piece molecular cluster, C35H44N3O5 overall at a distorted geometry. The level of theory is ωB97M-V with the def2-TZVPD basis set.

Each line ends with the Löwdin charge.
Positions of all 87 atoms, in Å:
O -2.380 -0.289 -3.016  0.073
O -8.677 -0.500 0.518  0.077
O -6.801 -1.228 1.552  -0.006
O 4.263 5.402 3.402  0.096
O -2.439 -1.087 -0.898  -0.004
N 1.748 3.799 5.283  0.061
N 3.909 3.529 4.721  -0.028
N -6.400 0.562 -2.746  0.035
C -4.381 -0.055 -1.694  -0.112
C -2.084 1.417 8.785  -0.013
C -6.879 -2.219 3.684  -0.077
C -2.138 0.580 9.897  -0.056
C 3.442 3.108 7.174  -0.528
C -5.045 0.371 -2.787  -0.020
C -1.191 1.948 6.509  0.066
C 3.026 2.168 0.814  -0.059
C 3.861 4.540 7.506  -0.025
C -6.522 -0.126 -0.493  -0.110
C -2.976 -0.468 -1.961  -0.457
C 2.942 3.006 5.676  -0.161
C -7.130 0.303 -1.617  -0.020
C -7.719 -1.589 2.612  -0.224
C 1.560 3.419 2.290  -0.224
C 1.234 4.705 3.012  -0.071
C -1.039 -1.373 -1.135  -0.218
C -0.644 -0.990 8.798  -0.055
C -5.044 -0.358 -0.383  -0.092
C 5.207 2.957 4.458  -0.015
C 4.653 2.190 7.338  -0.047
C -1.449 -0.645 9.892  -0.044
C 2.665 3.365 1.432  -0.034
C 2.040 4.849 4.303  -0.155
C -1.314 1.058 7.643  -0.219
C -0.564 -0.148 7.690  -0.027
C 2.292 1.000 1.060  -0.072
C 3.525 4.676 4.068  -0.406
C 0.468 3.436 5.512  -0.013
C -7.461 -0.617 0.555  -0.459
C 1.150 1.064 1.867  -0.072
C 2.336 2.653 8.116  -0.045
C 0.757 2.283 2.430  -0.045
C 0.067 2.185 5.955  -0.080
C -0.534 -2.022 0.120  -0.075
H 1.501 5.561 2.378  0.143
H -0.054 -1.907 8.815  0.115
H -1.496 -1.302 10.762  0.117
H 2.763 1.933 5.457  0.163
H 0.770 1.346 5.882  0.115
H -0.285 4.194 5.277  0.158
H 0.560 0.165 2.057  0.090
H -7.503 -2.468 4.541  0.079
H 1.475 3.333 8.096  0.088
H -2.028 2.612 6.255  0.142
H -8.212 0.393 -1.708  0.145
H -0.166 2.345 3.011  0.106
H 1.872 5.828 4.774  0.175
H 5.436 3.077 3.390  0.106
H 3.022 5.242 7.445  0.090
H -2.593 2.387 8.777  0.122
H -1.044 -2.976 0.289  0.085
H 4.876 2.066 8.406  0.101
H -0.941 -2.034 -2.009  0.133
H 0.538 -2.209 0.037  0.078
H -6.403 -3.133 3.318  0.081
H -8.206 -0.671 2.964  0.130
H -4.902 -1.434 -0.195  0.126
H 0.059 -0.410 6.835  0.115
H 5.191 1.892 4.714  0.098
H 2.608 0.051 0.619  0.108
H -0.715 -1.380 0.987  0.058
H -4.572 0.192 0.489  0.141
H 0.166 4.754 3.245  0.116
H 4.672 4.881 6.849  0.092
H 4.472 1.194 6.912  0.096
H -8.478 -2.283 2.224  0.132
H -2.700 0.891 10.782  0.118
H -6.093 -1.531 4.007  0.076
H 1.994 1.640 7.867  0.081
H 5.550 2.621 6.880  0.073
H 3.252 4.272 1.264  0.122
H -6.885 0.837 -3.593  0.152
H 4.243 4.556 8.537  0.102
H -4.565 0.510 -3.755  0.145
H 5.985 3.471 5.044  0.100
H 2.727 2.623 9.145  0.102
H 3.889 2.150 0.146  0.114
H -0.529 -0.421 -1.340  0.128

The HOMO-LUMO gap comes out at 0.15692 hartree. The calculation puts the highest occupied orbital energy at -9.31 eV. Its charge is +1. The calculation puts the total energy at -1900.32459 Ha.

---

This record from the OMol25 dataset describes C35H44N4P2RuSSi2 as an isolated structure. The level of theory is ωB97M-V with the def2-TZVPD basis set.

Each line ends with the Mulliken spin population.
Positions of all 89 atoms, in Å:
Ru 0.353 -0.627 0.973  2.861
S 0.651 0.571 3.087  0.162
P -1.744 -0.202 -0.710  -0.164
P 1.096 1.411 -0.730  -0.042
Si 3.566 -0.556 -0.349  -0.017
Si -1.584 -3.086 0.717  -0.012
N 0.258 -1.053 5.269  0.009
N -1.171 -1.556 -0.023  0.185
N 1.959 0.146 -0.236  0.223
N 2.228 -1.236 4.435  0.012
C -5.713 0.393 -0.215  0.001
C 0.929 4.732 1.607  0.008
C -1.411 -1.492 -3.105  0.011
C -2.271 0.768 -3.243  -0.008
C 1.362 0.789 -4.709  -0.003
C 0.950 -1.966 6.046  0.004
C 1.096 2.045 -5.240  0.002
C 4.770 0.668 -1.061  0.012
C -1.905 -0.514 -5.242  0.004
C -1.296 -4.457 -0.501  0.006
C -3.366 1.010 1.148  0.009
C -1.464 -1.592 -4.488  -0.002
C 0.601 3.527 1.002  0.010
C 1.048 -0.613 4.279  0.005
C -5.763 1.050 1.007  0.001
C 0.840 2.949 -3.029  0.000
C -1.828 -0.317 -2.484  0.030
C -0.436 0.804 -0.065  0.542
C 3.443 -2.110 -1.371  0.004
C -1.126 -0.642 5.487  0.001
C 2.188 -2.082 5.523  0.006
C -4.592 1.360 1.689  0.005
C 1.368 0.609 -3.336  0.008
C 2.970 4.821 0.328  -0.001
C -3.313 0.355 -0.083  0.030
C 2.644 3.626 -0.286  -0.007
C 2.111 5.374 1.273  0.002
C 1.456 2.972 0.056  0.032
C -0.313 -3.159 2.130  0.066
C -4.490 0.046 -0.766  -0.001
C -3.309 -3.059 1.402  0.007
C 0.829 3.121 -4.404  0.001
C -2.300 0.668 -4.622  0.001
C 3.992 -1.021 1.418  0.011
C 1.118 1.692 -2.492  0.042
H 4.942 1.508 -0.386  -0.001
H 0.627 4.098 -4.822  0.000
H -1.420 -5.437 -0.035  0.001
H 4.349 -2.713 -1.277  0.000
H 4.999 -1.432 1.505  -0.001
H 3.305 3.209 -1.036  -0.004
H -2.601 1.681 -2.760  -0.001
H -1.161 -2.509 -4.974  0.000
H 0.728 -2.920 1.845  -0.009
H 1.568 -0.046 -5.364  0.000
H 3.889 5.330 0.066  0.000
H -4.046 -3.006 0.597  -0.001
H 5.733 0.177 -1.226  0.001
H 4.437 1.057 -2.026  -0.002
H -6.720 1.327 1.429  0.000
H -1.945 -0.593 -6.320  0.000
H -0.246 -4.181 2.513  0.005
H -1.054 -2.324 -2.511  -0.002
H 0.648 3.794 -2.379  0.001
H -0.613 -2.528 2.972  -0.027
H -1.220 0.420 5.281  0.000
H 0.502 -2.436 6.903  0.001
H 3.305 -1.902 -2.434  -0.002
H -1.793 -1.202 4.834  0.000
H -6.627 0.157 -0.744  0.000
H 1.570 -0.369 -2.918  -0.011
H 3.295 -1.794 1.768  -0.002
H 3.911 -0.142 2.064  0.001
H -0.291 -4.413 -0.925  0.002
H -3.520 -3.964 1.976  0.001
H -4.638 1.880 2.636  0.000
H -1.382 -0.837 6.524  0.001
H 3.026 -1.051 3.845  -0.002
H -2.642 1.504 -5.217  0.000
H -3.469 -2.196 2.054  0.000
H 2.602 -2.727 -1.039  -0.001
H -2.451 1.248 1.680  -0.016
H 2.366 6.314 1.744  0.000
H -4.455 -0.458 -1.724  -0.001
H -0.323 3.024 1.262  0.014
H 3.033 -2.671 5.831  0.001
H 0.261 5.169 2.336  0.000
H -2.015 -4.397 -1.322  -0.001
H 1.099 2.187 -6.313  0.000

The HOMO-LUMO gap (spin up / spin down) comes out at 0.26593 / 0.26618 hartree. The calculation puts the highest occupied orbital energy (spin up / spin down) at -13.03 / -14.01 eV. The expectation value of S² is 6.02. For the energy above the lowest of the compared OMol25 structures with the same formula, charge and spin, the calculation gives 0.356 eV. As for the spin multiplicity: 5. Its charge is +2. The calculation puts the total energy at -3333.51399 Ha.